Entry i
Computed, not measured: C9H7NO2 in the gas phase, with wB97M-V/def2-TZVPD.

Properties
Kohn-Sham gap ... 9.46 eV
SMILES ... O=C1CN=C(c2ccccc2)O1
HOMO level ... -0.3457 hartree

ORCA input file:
```
! wB97M-V def2-TZVPD RIJCOSX def2/J DEFGRID3
* xyz 0 1
H -2.618 -3.226 -1.003
H -0.371 -1.045 1.982
H -1.844 -2.931 1.401
C -0.666 -1.198 0.947
C -0.258 -0.306 -0.047
C 0.670 0.803 0.216
O 0.818 1.827 -0.690
H -1.958 -1.628 -2.732
H 1.980 2.803 2.080
N 1.344 0.880 1.362
C -1.539 -2.220 0.613
C -0.752 -0.458 -1.369
C -1.945 -2.404 -0.724
C -1.607 -1.513 -1.703
C 2.183 2.106 1.245
H -0.447 0.228 -2.153
H 3.261 1.803 1.212
O 2.042 3.794 -0.533
C 1.705 2.686 -0.104
*
```

---

Entry ii
Computed, not measured: a molecular structure, C9H7NO2, with wB97M-V/def2-TZVPD.

Properties
Kohn-Sham gap ... 8.07 eV
HOMO level ... -0.3093 hartree

ORCA input file:
```
! wB97M-V def2-TZVPD RIJCOSX def2/J DEFGRID3
* xyz 0 1
C -0.605 -0.207 0.003
C 0.405 1.020 1.561
O 1.621 0.343 1.375
C -1.695 -0.021 -0.941
H -2.624 0.486 -0.596
O 2.864 -0.874 0.221
C -1.594 -0.591 -2.256
H 1.692 2.322 3.313
C 0.399 1.895 2.883
H -0.168 3.235 2.422
C 1.660 -0.709 0.311
H -2.433 -0.746 -2.668
C 0.514 -1.576 -1.687
H 1.528 -2.049 -2.173
H -0.643 -2.046 -3.577
N -0.705 0.766 0.832
C 0.471 -1.051 -0.404
C -0.614 -1.400 -2.556
H -0.071 1.204 3.937
*
```

---

Energies in kJ/mol, measured from the most stable structure: entry i 0.0; entry ii 649.6.

---

Entry i
Computed, not measured: C6H9B in the gas phase, with wB97M-V/def2-TZVPD.

Properties
Kohn-Sham gap ... 9.64 eV
SMILES ... C1B2C[C@H]2[C@@H]2C[C@H]12
HOMO level ... -0.3329 hartree

ORCA input file:
```
! wB97M-V def2-TZVPD RIJCOSX def2/J DEFGRID3
* xyz 0 1
C 0.505 -2.081 0.099
H -2.588 -0.439 0.191
H 0.302 -2.185 -0.920
B -0.395 -1.032 0.760
H 0.367 2.585 -0.672
H 1.042 -2.940 0.579
C 0.859 0.416 -0.579
C -0.643 0.775 -0.577
H -1.902 0.817 1.242
H -1.002 1.201 -1.539
H 2.040 -0.546 1.060
C -1.585 -0.001 0.424
H 1.384 0.457 -1.519
C 1.051 -0.672 0.496
H 0.233 1.917 0.977
C 0.332 1.729 -0.020
*
```

---

Entry ii
Computed, not measured: C6H9B in the gas phase, with wB97M-V/def2-TZVPD.

Properties
Kohn-Sham gap ... 6.42 eV
HOMO level ... -0.2055 hartree

ORCA input file:
```
! wB97M-V def2-TZVPD RIJCOSX def2/J DEFGRID3
* xyz 0 1
H -1.134 -3.053 1.853
H 2.111 2.764 -1.642
C -0.970 -0.137 0.877
H -1.336 -3.465 0.159
C 1.823 2.297 -0.700
C -0.342 0.571 -0.294
C 0.573 1.548 -0.842
H -2.058 -0.013 0.916
H 0.228 -3.646 0.901
H -1.106 1.445 -2.431
C -0.651 -3.005 0.873
H -0.575 0.238 1.825
H 1.694 3.076 0.054
H 2.619 1.633 -0.361
B -0.357 -1.547 0.373
C -0.518 1.296 -1.560
*
```

---

Energies in kJ/mol, measured from the most stable structure: entry i 0.0; entry ii 265.3.

---

Entry i
Computed, not measured: 2 unconnected molecules or ions with the total composition CH5NO2Si, with wB97M-V/def2-TZVPD.

Properties
Kohn-Sham gap ... 7.07 eV
HOMO level ... -0.3238 hartree

ORCA input file:
```
! wB97M-V def2-TZVPD RIJCOSX def2/J DEFGRID3
* xyz 0 1
H 0.448 1.217 1.453
Si 0.647 1.028 -0.109
H 1.535 -1.251 -1.120
H 1.828 -1.085 0.537
C 1.185 -0.762 -0.192
N -2.017 0.105 0.006
H 0.190 -1.191 0.001
H 1.242 2.211 -0.865
O -3.020 0.804 0.025
O -2.039 -1.075 0.264
*
```

---

Entry ii
Computed, not measured: CH5NO2Si in the gas phase, with wB97M-V/def2-TZVPD.

Properties
Kohn-Sham gap ... 10.64 eV
SMILES ... C[SiH2][N+](=O)[O-]
HOMO level ... -0.4032 hartree

ORCA input file:
```
! wB97M-V def2-TZVPD RIJCOSX def2/J DEFGRID3
* xyz 0 1
O 1.986 0.554 0.573
O 1.877 0.859 -1.550
N 1.385 0.491 -0.493
H -1.719 -0.478 1.491
H -1.856 1.078 0.465
C -1.162 0.203 0.876
H 0.465 -1.917 -0.280
H -0.312 0.715 1.386
H -0.606 -0.957 -2.023
Si -0.057 -0.548 -0.445
*
```

---

Energies in kJ/mol, measured from the most stable structure: entry i 159.9; entry ii 0.0.